Record 1
Molecular formula: C22H27NO4
Method: DFT, ωB97M-V with the def2-TZVPD basis set

Each line ends with the natural charge from an NBO analysis.
CARTESIAN COORDINATES (ANGSTROEM)
C -6.770 -1.721 -1.423  -0.60
C -5.927 -1.772 -0.155  -0.39
C -4.884 -0.658 -0.128  -0.41
C -4.049 -0.708 1.156  -0.20
N -2.961 0.245 1.202  -0.42
C -3.245 1.562 1.734  -0.20
C -2.903 2.708 0.773  -0.41
C -3.725 2.681 -0.512  -0.40
C -3.376 3.854 -1.420  -0.60
C -1.692 -0.131 0.871  0.25
C -0.564 0.592 1.324  -0.32
C 0.703 0.199 0.995  -0.11
C 0.947 -0.929 0.197  -0.32
C 2.281 -1.344 -0.169  0.57
O 2.522 -2.335 -0.860  -0.60
C 3.420 -0.546 0.394  0.02
C 3.870 -0.842 1.675  -0.23
C 4.964 -0.183 2.207  -0.18
C 5.630 0.778 1.462  -0.22
C 5.195 1.078 0.186  -0.14
C 4.089 0.424 -0.355  -0.20
C 3.672 0.798 -1.725  0.78
O 4.339 1.461 -2.481  -0.59
O 2.453 0.352 -2.061  -0.68
C -0.175 -1.659 -0.266  0.41
O -0.040 -2.738 -1.045  -0.67
C -1.457 -1.257 0.077  -0.33
H -7.506 -2.521 -1.426  0.21
H -6.141 -1.830 -2.304  0.20
H -7.296 -0.771 -1.495  0.20
H -5.425 -2.740 -0.093  0.20
H -6.577 -1.681 0.718  0.19
H -4.226 -0.755 -0.993  0.20
H -5.386 0.308 -0.198  0.20
H -3.637 -1.712 1.282  0.21
H -4.705 -0.520 2.014  0.20
H -4.314 1.602 1.953  0.20
H -2.710 1.714 2.681  0.19
H -1.846 2.668 0.509  0.21
H -3.083 3.648 1.298  0.20
H -3.531 1.747 -1.041  0.20
H -4.789 2.720 -0.267  0.19
H -3.966 3.820 -2.332  0.21
H -2.323 3.825 -1.690  0.20
H -3.575 4.799 -0.918  0.20
H -0.689 1.447 1.967  0.21
H 1.546 0.766 1.364  0.22
H 3.356 -1.598 2.251  0.22
H 5.301 -0.424 3.204  0.22
H 6.487 1.288 1.876  0.22
H 5.696 1.818 -0.418  0.24
H 2.251 0.598 -2.977  0.51
H 0.929 -2.873 -1.195  0.51
H -2.264 -1.846 -0.324  0.22

As for the spin multiplicity: 1. The energy above the lowest of the compared OMol25 structures with the same formula, charge and spin is 0.048 eV. As for the SMILES: CCCCN(CCCC)c1ccc(C(=O)c2ccccc2C(=O)O)c(O)c1.

Record 2
Molecular formula: C22H27NO4
Method: DFT, ωB97M-V with the def2-TZVPD basis set

Each line ends with the natural charge from an NBO analysis.
CARTESIAN COORDINATES (ANGSTROEM)
C -2.488 -3.319 -1.025  -0.62
C -3.024 -2.104 -0.475  -0.05
H -3.840 -2.284 0.162  0.16
H -3.483 -1.438 -1.268  0.17
O -2.225 -1.580 0.213  -0.50
C -1.470 -0.636 -0.180  0.87
O -1.502 -0.464 -1.250  -0.59
C -0.477 0.097 0.655  -0.23
C 0.456 1.060 -0.029  -0.39
H -0.015 1.685 -0.564  0.21
H 1.009 1.798 0.834  0.21
C 1.390 0.385 -0.940  -0.23
N 2.222 -0.907 -0.207  -0.41
C 3.533 -0.686 0.268  0.53
O 3.976 -1.756 0.688  -0.64
C 4.316 0.324 -0.016  0.19
C 5.781 0.171 -0.315  0.00
C 6.081 1.629 -0.516  -0.28
C 5.088 2.528 -0.540  0.11
O 3.902 1.684 -0.086  -0.48
H 4.752 3.470 -0.644  0.21
H 6.985 2.139 -0.657  0.22
C 6.644 -0.730 -0.341  -0.64
H 7.463 -0.607 0.394  0.26
H 6.987 -0.862 -1.658  0.21
H 6.211 -1.697 -0.034  0.28
C 1.315 -1.909 0.443  -0.16
C 0.388 -0.899 1.405  -0.37
H -0.411 -1.840 1.961  0.20
H 0.975 -0.682 2.327  0.24
H 1.921 -2.374 0.892  0.19
H 0.714 -2.213 -0.502  0.19
H 2.221 1.032 -1.267  0.24
H 0.912 -0.332 -1.662  0.23
C -1.288 0.727 1.888  -0.32
H -0.501 1.347 2.672  0.21
H -1.880 0.064 2.187  0.18
C -2.102 2.009 1.695  -0.39
C -3.269 1.642 0.560  0.02
C -3.396 2.078 -0.704  -0.28
C -4.263 1.503 -1.443  -0.15
C -5.537 0.931 -0.834  -0.20
C -5.483 0.469 0.298  -0.22
C -4.369 0.740 1.095  -0.22
H -4.423 0.674 2.044  0.18
H -6.052 -0.111 0.678  0.19
H -6.145 0.459 -1.658  0.21
H -4.214 1.709 -2.609  0.21
H -2.435 2.605 -1.327  0.20
H -2.629 2.535 2.378  0.22
H -1.444 2.767 0.870  0.18
H -2.098 -3.927 -0.396  0.20
H -3.100 -3.807 -1.772  0.21
H -1.679 -3.098 -1.689  0.20

As for the spin multiplicity: 1. The energy above the lowest of the compared OMol25 structures with the same formula, charge and spin is 21.214 eV.

Record 3
Molecular formula: C22H27NO4S
Method: DFT, ωB97M-V with the def2-TZVPD basis set

Each line ends with the natural charge from an NBO analysis.
CARTESIAN COORDINATES (ANGSTROEM)
C 1.142 4.357 1.503  -0.57
C 1.637 2.960 1.016  -0.02
H 2.054 2.352 1.898  0.14
H 2.515 3.045 0.324  0.14
O 0.707 2.427 0.470  -0.52
C 0.911 1.081 0.171  0.43
C -0.425 0.554 -0.395  -0.19
C -0.773 1.366 -1.691  -0.44
C -2.259 1.687 -1.460  -0.40
C -2.653 2.830 -0.440  -0.05
O -2.187 2.271 0.984  -0.78
H -1.115 2.346 0.959  0.47
H -3.661 3.167 -0.456  0.19
H -2.155 3.624 -0.706  0.15
H -2.681 2.071 -2.466  0.20
H -2.965 0.826 -1.028  0.22
H -0.837 1.072 -2.625  0.22
H -0.366 2.364 -1.545  0.21
H -1.067 0.185 0.133  0.21
C -0.075 -1.023 -1.012  -0.28
C 0.823 -1.735 -0.090  -0.20
C 1.282 -1.257 1.179  0.21
O 1.355 0.066 1.235  -0.58
C 1.896 -2.043 2.200  0.57
O 2.269 -3.358 1.831  -0.68
N 2.444 -1.299 2.984  -0.53
C 3.112 -1.657 4.144  -0.07
C 4.323 -1.274 4.772  -0.40
C 2.940 -1.175 5.655  -0.38
H 2.832 -1.842 6.399  0.21
H 2.425 -0.437 5.577  0.17
H 5.245 -1.649 5.103  0.25
H 4.543 -0.195 4.391  0.18
H 3.194 -2.783 4.068  0.24
H 2.364 -0.191 3.047  0.42
H 0.737 -3.037 -0.127  0.26
C -1.161 -1.675 -1.648  0.05
C -2.358 -2.220 -0.452  -0.59
S -3.559 -2.929 -1.310  0.71
C -2.954 -2.608 -2.766  -0.33
C -3.790 -2.716 -4.100  -0.24
C -3.065 -2.449 -5.036  -0.12
C -1.707 -1.696 -5.178  -0.18
C -1.124 -1.340 -4.031  -0.22
C -1.594 -1.886 -2.830  -0.14
H -0.241 -0.969 -4.198  0.21
H -1.363 -1.383 -6.242  0.23
H -3.586 -2.469 -6.342  0.16
H -4.485 -3.353 -4.223  0.21
H -2.011 -2.239 0.582  0.25
H 0.659 -0.924 -2.045  0.20
H 1.791 1.010 -0.679  0.19
H 0.398 4.218 2.008  0.18
H 1.920 5.017 1.917  0.22
H 0.698 4.911 0.575  0.19

As for the spin multiplicity: 1. The energy above the lowest of the compared OMol25 structures with the same formula, charge and spin is 21.530 eV.